C7H12N2O as an isolated structure in a non-equilibrium geometry, computed with ωB97M-V/def2-TZVPD.

Positions of all 22 atoms, in Å:
C  0.668065  -2.445749  0.869591
C  -0.340163  1.639092  0.759808
C  -0.936026  -0.844518  -0.186192
C  -1.753865  0.260482  0.416613
C  0.041523  -1.503001  0.344797
C  -2.656455  1.013359  -0.567930
C  2.758453  -0.142986  -1.037931
N  0.527944  0.851272  1.434440
N  1.365162  0.125000  0.832916
O  1.679093  0.542782  -0.483926
H  1.770126  -2.359119  1.017571
H  0.090121  -3.349692  1.082726
H  -0.914992  2.233569  1.305089
H  0.036372  2.071942  -0.047066
H  -1.084506  -0.898532  -1.291805
H  -2.199692  -0.016996  1.482539
H  -1.926881  1.247812  -1.409899
H  -2.886846  1.813995  0.060177
H  -3.554454  0.626235  -1.022938
H  3.017094  0.444569  -1.898599
H  2.708982  -1.171054  -1.434216
H  3.590945  -0.138454  -0.225775

Forces on atoms 1 to 2 (eV/Å):
2.98 -3.29 1.50
-0.95 -4.69 0.52

Multiplicity ... 1
E_LUMO ... 0.918 eV
Charge ... 0
Highest occupied orbital energy ... -8.863 eV
HOMO-LUMO gap ... 9.78 eV
DFT total energy ... -458.4002 a.u.